Here is an isolated molecule of BClH3OP from the OMol25 dataset. Energies are from wB97M-V/def2-TZVPD.

Last column: Löwdin charge in e.
Atoms and positions in Å:
O 1.288 -0.433 1.352  -0.464
P 0.831 0.154 0.066  0.589
B -1.023 -0.327 -0.146  -0.752
Cl -2.283 0.808 0.156  0.648
H 1.517 -0.285 -1.085  -0.012
H 0.961 1.552 -0.046  -0.007
H -1.291 -1.469 -0.297  -0.001

Calculated values
* energy above the lowest of the compared OMol25 structures with the same formula, charge and spin: 0.0 kJ/mol
* frontier orbital gap: 9.24 eV
* E_LUMO: -0.0309 hartree
* structure (SMILES): O=[PH2]BCl
* highest occupied orbital energy: -10.09 eV

=====

Here is a cluster of 9 separate species, BF4H16O8 in total in a non-equilibrium geometry from the OMol25 dataset. Energies are from wB97M-V/def2-TZVPD.

Last column: Löwdin charge in e.
Atoms and positions in Å:
B -8.169 -3.069 10.201  -1.615
F -8.856 -2.751 11.295  0.222
F -9.033 -3.602 9.302  0.179
F -7.658 -1.976 9.702  0.211
F -7.153 -3.902 10.403  0.215
O -8.208 -0.718 13.461  -0.080
H -7.544 -0.974 12.821  -0.030
H -8.602 -1.544 13.741  -0.039
O -6.048 -6.924 9.542  -0.056
H -5.914 -6.071 9.957  0.016
H -5.820 -6.782 8.623  0.026
O -10.013 -1.137 8.097  -0.052
H -9.350 -1.557 8.644  -0.010
H -9.932 -1.569 7.247  0.004
O -9.698 -3.707 6.622  -0.047
H -9.156 -4.132 5.958  0.035
H -9.539 -4.212 7.420  0.021
O -6.368 -2.920 7.694  -0.046
H -5.616 -2.339 7.572  0.028
H -6.835 -2.553 8.445  -0.024
O -6.128 -1.886 11.898  -0.038
H -6.412 -1.105 11.422  0.042
H -6.265 -2.605 11.281  0.007
O -9.101 -3.170 14.040  -0.032
H -9.598 -3.473 13.280  0.047
H -8.601 -3.936 14.322  0.057
O -11.676 -2.764 10.529  -0.053
H -10.726 -2.878 10.518  -0.015
H -11.980 -3.202 9.734  0.027

Calculated values
* energy above the lowest of the compared OMol25 structures with the same formula, charge and spin: 124.2 kJ/mol
* frontier orbital gap: 9.87 eV
* E_LUMO: 0.1041 hartree
* total charge: -1
* highest occupied orbital energy: -7.04 eV

=====

Here is a cluster of 12 separate species, BF4H22O11 in total from the OMol25 dataset. Energies are from wB97M-V/def2-TZVPD.

Last column: Löwdin charge in e.
Atoms and positions in Å:
B 0.520 -0.110 -0.117  -1.261
F 0.508 0.891 -1.114  0.109
F 1.850 -0.567 0.084  0.093
F 0.050 0.461 1.063  0.140
F -0.211 -1.205 -0.581  0.140
O 1.451 -1.042 -3.262  -0.054
H 1.162 -0.557 -2.479  -0.007
H 0.690 -1.588 -3.476  0.031
O -3.126 -1.146 1.466  -0.059
H -2.625 -1.969 1.531  -0.008
H -2.496 -0.509 1.112  0.024
O 0.904 3.753 1.773  -0.051
H 1.632 4.239 2.169  0.038
H 0.771 3.001 2.368  0.002
O 0.011 3.121 -3.322  -0.057
H 0.464 2.534 -3.933  0.030
H 0.527 3.073 -2.512  0.020
O -1.266 -3.533 1.035  -0.055
H -0.319 -3.289 1.051  0.015
H -1.346 -4.249 1.670  0.056
O -2.889 -2.577 -1.185  -0.066
H -2.493 -2.926 -1.988  0.043
H -2.236 -2.750 -0.490  -0.014
O 1.261 1.339 3.613  -0.052
H 1.249 0.448 3.249  0.038
H 0.374 1.464 3.967  0.048
O -1.441 3.060 -0.047  -0.055
H -0.883 2.396 -0.468  -0.005
H -0.992 3.251 0.783  -0.003
O -2.151 0.123 -2.381  -0.059
H -2.621 -0.664 -2.075  -0.001
H -1.465 0.250 -1.715  -0.009
O 3.819 1.474 0.117  -0.062
H 3.128 0.839 -0.122  0.003
H 3.422 1.981 0.831  0.019
O 1.588 -3.287 0.851  -0.042
H 1.499 -2.327 0.730  0.019
H 1.679 -3.401 1.803  0.050

Calculated values
* energy above the lowest of the compared OMol25 structures with the same formula, charge and spin: 37.4 kJ/mol
* frontier orbital gap: 9.79 eV
* E_LUMO: 0.0808 hartree
* total charge: -1
* highest occupied orbital energy: -7.59 eV

=====

Here is a cluster of 12 separate species, BF4H22O11 in total in a non-equilibrium geometry from the OMol25 dataset. Energies are from wB97M-V/def2-TZVPD.

Last column: Löwdin charge in e.
Atoms and positions in Å:
B -0.078 -0.430 -0.064  -1.405
F -1.013 -0.762 -1.001  0.177
F 0.773 -1.422 0.262  0.201
F 0.605 0.715 -0.445  0.136
F -0.720 -0.035 1.093  0.162
O 1.492 2.200 -2.616  -0.018
H 1.941 1.361 -2.512  0.059
H 0.641 1.972 -2.990  0.043
O 0.081 -0.325 3.890  -0.038
H 0.866 -0.439 4.425  0.056
H 0.360 -0.550 3.002  0.002
O 2.290 -0.514 2.231  -0.027
H 2.214 0.440 2.255  0.047
H 2.321 -0.728 1.299  0.032
O -1.595 2.005 -2.351  -0.021
H -2.271 1.335 -2.458  0.055
H -0.887 1.559 -1.886  -0.018
O -2.959 -1.553 0.467  -0.040
H -3.354 -1.415 -0.393  0.031
H -2.239 -0.923 0.505  -0.017
O 1.269 3.994 -0.589  0.346
H 1.545 3.361 -1.252  0.053
H 0.615 3.527 -0.069  0.026
O 1.321 -4.041 1.284  -0.047
H 0.672 -4.479 0.734  0.032
H 1.069 -3.118 1.264  -0.006
O -1.812 -3.527 -3.302  -0.052
H -1.201 -4.069 -3.800  0.029
H -1.260 -3.054 -2.679  0.001
O -0.890 2.225 3.361  -0.032
H -0.549 1.331 3.349  -0.009
H -0.655 2.561 4.226  0.064
O -0.551 2.623 0.711  0.125
H -0.584 2.382 1.637  0.031
H -0.285 1.819 0.263  0.011
O 0.692 -1.326 -2.917  -0.024
H 0.503 -1.203 -1.987  -0.018
H 1.633 -1.498 -2.949  0.049

Calculated values
* energy above the lowest of the compared OMol25 structures with the same formula, charge and spin: 14.2 kJ/mol
* frontier orbital gap (spin up / spin down): 10.20 / 3.41 eV
* E_LUMO (spin up / spin down): -0.0149 / -0.2645 hartree
* highest occupied orbital energy (spin up / spin down): -10.61 / -10.61 eV
* spin multiplicity: 2

=====

Here is a cluster of 12 separate species, BH26O11 in total in a non-equilibrium geometry from the OMol25 dataset. Energies are from wB97M-V/def2-TZVPD.

Last column: Löwdin charge in e.
Atoms and positions in Å:
B -0.021 -0.308 0.175  -0.455
H 0.446 -1.087 0.758  -0.114
H 0.777 0.341 -0.151  -0.113
H -0.440 -0.828 -0.672  -0.117
H -0.796 0.220 0.708  -0.117
O 2.636 -1.282 -3.013  -0.062
H 3.355 -0.662 -2.893  0.021
H 2.001 -1.047 -2.338  0.019
O -0.246 4.351 -0.660  -0.056
H -1.125 4.729 -0.641  0.023
H -0.388 3.408 -0.581  0.030
O 6.118 0.610 -1.217  -0.054
H 7.012 0.307 -1.055  0.024
H 5.604 0.236 -0.502  0.022
O 2.602 4.842 -3.875  -0.056
H 1.965 4.658 -3.185  0.025
H 3.371 5.173 -3.411  0.026
O -2.110 -3.332 5.176  -0.058
H -1.634 -2.502 5.143  0.021
H -2.876 -3.192 4.620  0.028
O -4.530 2.767 3.081  -0.055
H -4.370 2.352 2.233  0.031
H -4.318 3.690 2.939  0.025
O -0.667 0.518 4.480  -0.057
H -1.377 1.160 4.470  0.023
H -0.446 0.390 3.557  0.024
O 4.161 -1.252 1.945  -0.057
H 4.385 -2.181 1.893  0.026
H 3.281 -1.196 1.572  0.028
O -3.160 -3.368 0.155  -0.061
H -3.363 -3.183 -0.762  0.024
H -2.579 -2.656 0.421  0.025
O -3.928 0.960 -1.792  -0.061
H -4.079 0.617 -2.673  0.025
H -3.047 0.661 -1.566  0.025
O -1.092 -4.518 -4.227  -0.057
H -0.423 -4.012 -3.766  0.032
H -0.699 -5.382 -4.347  0.024

Calculated values
* energy above the lowest of the compared OMol25 structures with the same formula, charge and spin: 276.4 kJ/mol
* frontier orbital gap: 8.33 eV
* E_LUMO: 0.0883 hartree
* total charge: -1
* highest occupied orbital energy: -5.93 eV

=====

Here is a cluster of 13 separate species, BH28O12 in total in a non-equilibrium geometry from the OMol25 dataset. Energies are from wB97M-V/def2-TZVPD.

Last column: Löwdin charge in e.
Atoms and positions in Å:
B 0.528 0.299 0.124  -0.404
H 0.502 -0.634 0.665  -0.095
H 1.257 0.935 0.602  -0.086
H 0.711 0.132 -0.926  -0.095
H -0.422 0.784 0.292  -0.106
O -3.183 1.453 3.485  -0.054
H -3.691 2.260 3.571  0.024
H -2.287 1.750 3.324  0.028
O 2.799 -1.321 4.878  -0.057
H 2.095 -1.175 4.247  0.019
H 3.445 -1.842 4.401  0.025
O 2.268 2.197 -3.196  -0.060
H 1.773 1.596 -2.638  0.009
H 3.124 2.266 -2.773  0.027
O -2.010 -4.023 -0.889  -0.052
H -2.102 -3.150 -1.272  0.022
H -2.838 -4.460 -1.087  0.022
O -0.282 4.134 -0.088  -0.063
H -0.925 4.149 -0.797  0.002
H -0.232 3.214 0.171  0.001
O 2.880 -2.399 -0.656  -0.057
H 2.138 -1.838 -0.431  -0.007
H 3.642 -1.944 -0.300  0.027
O 1.116 2.420 4.129  -0.056
H 1.076 2.156 3.210  0.021
H 1.986 2.146 4.420  0.025
O -0.663 -2.171 3.802  -0.050
H -0.499 -2.078 2.864  0.024
H -0.738 -3.116 3.940  0.026
O -0.661 -1.378 -3.675  -0.040
H -1.248 -0.902 -4.261  0.031
H -0.568 -0.808 -2.912  0.020
O -3.161 0.375 -0.918  -0.054
H -3.970 0.176 -0.447  0.029
H -2.488 0.406 -0.238  0.006
O 2.369 -2.906 -4.239  -0.063
H 1.543 -2.495 -3.984  -0.001
H 2.932 -2.810 -3.471  0.012
O -2.160 3.214 -2.819  -0.045
H -2.459 2.349 -2.538  0.011
H -1.596 3.040 -3.572  0.033

Calculated values
* energy above the lowest of the compared OMol25 structures with the same formula, charge and spin: 214.2 kJ/mol
* frontier orbital gap: 9.17 eV
* E_LUMO: 0.0909 hartree
* total charge: -1
* highest occupied orbital energy: -6.70 eV

=====

Here is a cluster of 13 separate species, BH28O12 in total in a non-equilibrium geometry from the OMol25 dataset. Energies are from wB97M-V/def2-TZVPD.

Last column: Löwdin charge in e.
Atoms and positions in Å:
B 0.281 0.492 -0.161  -0.335
H 0.225 0.951 -1.156  -0.054
H 0.921 1.297 0.518  -0.033
H -0.904 0.306 0.313  0.021
H 0.807 -0.723 -0.147  0.043
O -3.029 0.189 2.564  -0.187
H -2.486 0.645 1.770  0.064
H -3.582 1.074 2.824  0.095
O -1.522 2.621 -3.547  -0.107
H -1.242 2.785 -2.644  -0.031
H -2.467 3.005 -3.589  0.074
O 3.108 0.602 2.151  -0.084
H 3.633 1.310 1.788  0.010
H 2.313 0.619 1.564  -0.010
O -0.787 -1.455 -1.769  -0.156
H -0.265 -2.307 -1.921  0.045
H -0.097 -0.827 -1.420  -0.057
O -0.027 3.251 2.511  -0.046
H -0.584 3.611 1.815  0.004
H 0.320 2.629 1.877  -0.025
O 2.783 3.932 0.132  -0.002
H 2.423 4.606 -0.283  -0.063
H 2.033 3.334 -0.088  0.047
O -3.387 -1.402 -0.862  -0.054
H -3.678 -2.357 -0.660  0.089
H -2.556 -1.474 -1.149  -0.111
O 2.418 -2.758 -1.480  -0.084
H 2.802 -3.682 -1.253  0.115
H 3.281 -2.426 -1.171  0.080
O -1.405 3.041 -0.659  -0.082
H -1.064 3.697 -0.096  -0.012
H -1.177 2.067 -0.433  0.027
O 2.447 -3.109 1.322  -0.089
H 2.200 -4.115 1.603  0.134
H 2.058 -2.953 0.498  -0.083
O -1.819 -2.441 0.957  -0.037
H -1.111 -2.552 1.591  0.054
H -1.668 -1.592 0.631  -0.047
O 0.012 -3.543 -0.808  -0.030
H 0.950 -3.423 -0.949  -0.025
H -0.158 -2.921 -0.188  -0.058

Calculated values
* energy above the lowest of the compared OMol25 structures with the same formula, charge and spin: 439.1 kJ/mol
* frontier orbital gap: 9.02 eV
* E_LUMO: 0.0833 hartree
* total charge: -1
* highest occupied orbital energy: -6.76 eV

=====

Here is the ion BH3NO2S with charge -1 in a non-equilibrium geometry from the OMol25 dataset. Energies are from wB97M-V/def2-TZVPD.

Last column: Löwdin charge in e.
Atoms and positions in Å:
O -1.912 -0.285 1.645  -0.053
N -1.445 -0.652 0.592  -0.102
O -0.119 -0.885 0.781  -0.192
B 0.699 -0.337 -0.356  -0.950
S 1.013 1.541 -0.227  0.488
H 1.753 -0.922 -0.313  0.003
H 0.162 -0.575 -1.410  0.001
H -0.150 2.115 -0.713  -0.195

Calculated values
* frontier orbital gap: 7.98 eV
* E_LUMO: 0.1360 hartree
* total charge: -1
* highest occupied orbital energy: -4.28 eV

=====

Q: Number 6 is which compound?
A: BH28O12